Record 1
C5H6N2 as an isolated structure in a non-equilibrium geometry. Source: the Open Molecules 2025 dataset; level of theory: ωB97M-V/def2-TZVPD.

```
! wB97M-V def2-TZVPD RIJCOSX def2/J DEFGRID3
* xyz 0 1
N 1.41 -1.62 0.78
C 1.57 -0.44 0.75
C 1.03 0.78 0.43
C 0.40 0.76 -0.96
C -0.96 0.19 -0.55
C -1.05 -0.89 0.46
N -1.03 0.38 0.94
H 1.22 1.68 0.99
H 0.97 0.18 -1.70
H 0.26 1.77 -1.35
H -1.83 0.50 -1.12
H 0.07 -1.59 0.77
H -1.81 -1.64 0.67
*
```

As for the energy above the lowest of the compared OMol25 structures with the same formula, charge and spin: 518.1 kJ/mol. The total energy is -8256.989 eV. The value obtained for the HOMO energy is -9.3 eV. Its orbital gap is 9.1 eV. The max |F| comes out at 0.0200 Eh/bohr.

For reference, the Löwdin charges in units of e are: atom 1 (N): 0.15, atom 2 (C): -0.21, atom 3 (C): -0.09, atom 4 (C): -0.14, atom 5 (C): -0.27, atom 6 (C): -0.21, atom 7 (N): 0.11, atom 8 (H): 0.11, atom 9 (H): 0.11, atom 10 (H): 0.11, atom 11 (H): 0.12, atom 12 (H): 0.09, atom 13 (H): 0.12

***

Record 2
One molecule with the formula C5H6N2 in a non-equilibrium geometry. Source: the Open Molecules 2025 dataset; level of theory: ωB97M-V/def2-TZVPD.

```
! wB97M-V def2-TZVPD RIJCOSX def2/J DEFGRID3
* xyz 0 1
N -2.60 -0.70 -0.54
C -1.48 -0.46 -0.74
C -0.62 0.71 -0.83
C 0.24 1.03 0.31
C 0.60 -0.19 1.16
C 0.92 -0.84 -0.20
N 0.88 0.46 -0.90
H -1.09 1.50 -1.42
H 0.40 2.07 0.58
H 1.42 0.07 1.84
H -0.20 -0.69 1.71
H 1.73 -1.54 -0.42
H -0.20 -1.42 -0.56
*
```

As for the energy above the lowest of the compared OMol25 structures with the same formula, charge and spin: 400.8 kJ/mol. The total energy is -8258.204 eV. The value obtained for the HOMO energy is -9.9 eV. The SMILES is N#C[C@H]1[C@H]2CCN21. Its orbital gap is 10.5 eV. The max |F| comes out at 0.0735 Eh/bohr.

For reference, the Löwdin charges in units of e are: atom 1 (N): 0.20, atom 2 (C): -0.28, atom 3 (C): -0.21, atom 4 (C): -0.23, atom 5 (C): -0.10, atom 6 (C): -0.16, atom 7 (N): 0.03, atom 8 (H): 0.15, atom 9 (H): 0.14, atom 10 (H): 0.11, atom 11 (H): 0.11, atom 12 (H): 0.11, atom 13 (H): 0.14

***

Record 3
One molecule with the formula C5H6N2 in a non-equilibrium geometry. Source: the Open Molecules 2025 dataset; level of theory: ωB97M-V/def2-TZVPD.

```
! wB97M-V def2-TZVPD RIJCOSX def2/J DEFGRID3
* xyz 0 1
C 0.84 -1.13 -1.96
C -0.02 -1.44 -1.01
C -0.23 -0.62 0.21
N -1.26 -0.96 1.01
C 0.71 0.37 0.37
C 0.28 1.74 0.68
N -0.15 2.80 0.89
H 1.03 -1.90 -2.77
H 1.37 -0.12 -2.23
H -0.43 -2.43 -1.03
H -1.53 -0.37 1.78
H -1.88 -1.76 0.77
H 1.78 0.18 0.39
*
```

As for the energy above the lowest of the compared OMol25 structures with the same formula, charge and spin: 236.4 kJ/mol. The total energy is -8259.908 eV. The value obtained for the HOMO energy is -8.0 eV. The SMILES is C=C/C(N)=C/C#N. Its orbital gap is 7.9 eV. The max |F| comes out at 0.0671 Eh/bohr.

For reference, the Löwdin charges in units of e are: atom 1 (C): 0.02, atom 2 (C): -0.14, atom 3 (C): -0.37, atom 4 (N): 0.15, atom 5 (C): -0.12, atom 6 (C): -0.26, atom 7 (N): 0.09, atom 8 (H): 0.08, atom 9 (H): 0.11, atom 10 (H): 0.09, atom 11 (H): 0.12, atom 12 (H): 0.13, atom 13 (H): 0.10

***

Record 4
One molecule with the formula C5H6N2 in a non-equilibrium geometry. Source: the Open Molecules 2025 dataset; level of theory: ωB97M-V/def2-TZVPD.

```
! wB97M-V def2-TZVPD RIJCOSX def2/J DEFGRID3
* xyz 0 1
C -2.71 -0.90 0.28
C -1.96 0.03 0.31
C -0.95 1.05 0.12
N 0.07 0.86 -0.54
N 0.79 -0.18 -1.11
C 1.68 -0.69 -0.41
C 2.20 -0.11 0.95
H -3.30 -2.04 0.17
H -1.32 2.13 0.27
H 2.41 -1.70 -0.64
H 2.20 1.00 0.80
H 3.10 -0.53 1.63
H 1.39 0.15 1.83
*
```

As for the energy above the lowest of the compared OMol25 structures with the same formula, charge and spin: 645.2 kJ/mol. The total energy is -8255.671 eV. The value obtained for the HOMO energy is -9.0 eV. The SMILES is C#C/C=N\N=C/C. Its orbital gap is 9.8 eV. The max |F| comes out at 0.1278 Eh/bohr.

For reference, the Löwdin charges in units of e are: atom 1 (C): 0.06, atom 2 (C): -0.15, atom 3 (C): -0.23, atom 4 (N): 0.00, atom 5 (N): 0.03, atom 6 (C): -0.25, atom 7 (C): -0.14, atom 8 (H): 0.14, atom 9 (H): 0.14, atom 10 (H): 0.16, atom 11 (H): 0.05, atom 12 (H): 0.11, atom 13 (H): 0.10

***

Record 5
One molecule with the formula C5H6N2 in a non-equilibrium geometry. Source: the Open Molecules 2025 dataset; level of theory: ωB97M-V/def2-TZVPD.

```
! wB97M-V def2-TZVPD RIJCOSX def2/J DEFGRID3
* xyz 0 1
H 0.30 -2.20 1.43
N 0.78 -1.34 1.47
C 0.35 -0.48 0.61
C 0.89 0.81 0.63
C 1.42 1.88 0.42
N -0.68 -0.81 -0.37
C -0.62 -0.17 -1.68
C -1.65 0.24 -0.67
H 1.77 2.90 0.33
H 0.20 0.51 -1.90
H -0.97 -0.82 -2.55
H -2.64 -0.20 -0.64
H -1.67 1.21 -0.19
*
```

As for the energy above the lowest of the compared OMol25 structures with the same formula, charge and spin: 370.0 kJ/mol. The total energy is -8258.524 eV. The value obtained for the HOMO energy is -9.9 eV. The SMILES is [H]/N=C(/C#C)N1CC1. Its orbital gap is 10.5 eV. The max |F| comes out at 0.0653 Eh/bohr.

For reference, the Löwdin charges in units of e are: atom 1 (H): 0.03, atom 2 (N): 0.18, atom 3 (C): -0.42, atom 4 (C): -0.10, atom 5 (C): 0.16, atom 6 (N): -0.06, atom 7 (C): -0.12, atom 8 (C): -0.14, atom 9 (H): 0.04, atom 10 (H): 0.10, atom 11 (H): 0.12, atom 12 (H): 0.10, atom 13 (H): 0.10

***

Record 6
One molecule with the formula C5H6N2O in a non-equilibrium geometry. Source: the Open Molecules 2025 dataset; level of theory: ωB97M-V/def2-TZVPD.

```
! wB97M-V def2-TZVPD RIJCOSX def2/J DEFGRID3
* xyz 0 1
C -0.57 -0.04 -2.77
C -0.13 -0.29 -1.37
O -0.77 0.50 -0.35
C -0.11 -0.12 0.89
N -0.15 -1.51 0.70
C 0.87 0.50 1.81
C 1.05 2.02 1.73
N 0.83 3.23 2.01
H -1.50 0.74 -3.03
H -0.37 -0.59 -3.68
H 0.68 -0.98 -0.86
H -1.30 -1.79 0.64
H 0.05 -1.76 1.57
H 1.43 0.10 2.72
*
```

As for the energy above the lowest of the compared OMol25 structures with the same formula, charge and spin: 632.2 kJ/mol. The total energy is -10303.052 eV. The value obtained for the HOMO energy is -9.0 eV. The SMILES is C=CO/C(N)=C\C#N. Its orbital gap is 8.7 eV. The max |F| comes out at 0.1879 Eh/bohr.

For reference, the Löwdin charges in units of e are: atom 1 (C): 0.01, atom 2 (C): -0.18, atom 3 (O): -0.09, atom 4 (C): -0.28, atom 5 (N): 0.04, atom 6 (C): -0.02, atom 7 (C): -0.18, atom 8 (N): 0.09, atom 9 (H): 0.11, atom 10 (H): 0.01, atom 11 (H): 0.13, atom 12 (H): 0.23, atom 13 (H): 0.01, atom 14 (H): 0.12

***

Record 7
C5H6N2O as an isolated structure in a non-equilibrium geometry. Source: the Open Molecules 2025 dataset; level of theory: ωB97M-V/def2-TZVPD.

```
! wB97M-V def2-TZVPD RIJCOSX def2/J DEFGRID3
* xyz 0 1
C -1.10 -0.67 -1.17
C -0.84 -0.19 0.53
C 0.35 -0.90 1.19
C 1.34 0.16 0.46
C 0.14 1.16 0.27
H -0.26 -0.16 -2.17
H -1.97 0.08 -1.36
H -1.58 -1.94 -1.40
H -1.81 0.03 1.08
H 0.28 -0.29 2.39
H 0.58 -2.08 1.31
N 2.40 0.73 0.04
N 0.53 2.17 -0.45
O 1.95 1.90 -0.72
*
```

As for the energy above the lowest of the compared OMol25 structures with the same formula, charge and spin: 903.6 kJ/mol. The total energy is -10300.239 eV. The value obtained for the HOMO energy is -10.3 eV. Its orbital gap is 10.7 eV. The max |F| comes out at 0.0941 Eh/bohr.

For reference, the Löwdin charges in units of e are: atom 1 (C): -0.11, atom 2 (C): -0.25, atom 3 (C): -0.11, atom 4 (C): -0.24, atom 5 (C): -0.19, atom 6 (H): 0.17, atom 7 (H): 0.03, atom 8 (H): 0.14, atom 9 (H): 0.13, atom 10 (H): 0.19, atom 11 (H): 0.14, atom 12 (N): 0.11, atom 13 (N): 0.11, atom 14 (O): -0.14

***

Record 8
One molecule with the formula C5H6N2O in a non-equilibrium geometry. Source: the Open Molecules 2025 dataset; level of theory: ωB97M-V/def2-TZVPD.

```
! wB97M-V def2-TZVPD RIJCOSX def2/J DEFGRID3
* xyz 0 1
O -2.04 1.13 -0.93
C -2.17 0.11 -0.33
C -1.07 -0.52 0.61
N 0.22 -0.19 0.31
C 1.09 -0.67 -0.71
C 2.18 0.11 -0.64
N 2.07 1.00 0.38
C 0.90 0.77 0.91
H -2.97 -0.58 -0.51
H -1.20 -0.02 1.63
H -1.19 -1.52 0.61
H 0.76 -1.31 -1.49
H 3.00 0.18 -1.44
H 0.43 1.49 1.62
*
```

As for the energy above the lowest of the compared OMol25 structures with the same formula, charge and spin: 123.1 kJ/mol. The total energy is -10308.327 eV. The value obtained for the HOMO energy is -9.1 eV. The SMILES is O=CCn1ccnc1. Its orbital gap is 9.6 eV. The max |F| comes out at 0.1026 Eh/bohr.

For reference, the Löwdin charges in units of e are: atom 1 (O): 0.09, atom 2 (C): -0.20, atom 3 (C): -0.12, atom 4 (N): -0.12, atom 5 (C): -0.04, atom 6 (C): -0.18, atom 7 (N): 0.05, atom 8 (C): -0.20, atom 9 (H): 0.10, atom 10 (H): 0.16, atom 11 (H): 0.08, atom 12 (H): 0.10, atom 13 (H): 0.13, atom 14 (H): 0.15

***

Record 9
One molecule with the formula C5H6N2O in a non-equilibrium geometry. Source: the Open Molecules 2025 dataset; level of theory: ωB97M-V/def2-TZVPD.

```
! wB97M-V def2-TZVPD RIJCOSX def2/J DEFGRID3
* xyz 0 1
C -0.21 -0.91 1.92
C 0.11 -0.23 0.43
C 0.42 -1.35 -0.37
C 1.01 -0.83 -1.75
N 1.14 -0.57 -2.88
C -0.46 1.01 0.09
N -0.11 1.42 -1.17
O -0.62 2.53 -1.79
H -1.34 -0.74 1.88
H 0.30 -0.44 3.06
H -0.07 -1.99 2.14
H 0.68 -2.34 -0.15
H -1.13 1.65 0.85
H 0.29 2.80 -2.26
*
```

As for the energy above the lowest of the compared OMol25 structures with the same formula, charge and spin: 593.1 kJ/mol. The total energy is -10303.456 eV. The value obtained for the HOMO energy is -9.1 eV. The SMILES is CC(=C/C#N)/C=N/O. Its orbital gap is 8.3 eV. The max |F| comes out at 0.1650 Eh/bohr.

For reference, the Löwdin charges in units of e are: atom 1 (C): -0.09, atom 2 (C): -0.26, atom 3 (C): -0.01, atom 4 (C): -0.21, atom 5 (N): 0.10, atom 6 (C): -0.10, atom 7 (N): -0.06, atom 8 (O): -0.06, atom 9 (H): 0.06, atom 10 (H): 0.15, atom 11 (H): 0.05, atom 12 (H): 0.07, atom 13 (H): 0.17, atom 14 (H): 0.18

***

max |F| of number 8 (C5H6N2O)?
0.1026 Eh/bohr